[1]
This record from the OMol25 dataset describes a structure of composition C11H15AsGaN2O3S6Sb in a non-equilibrium geometry. The level of theory is wB97M-V/def2-TZVPD.

```
40
Properties=species:S:1:pos:R:3:nbo_charge:R:1
Ga 0.9858 -0.9879 1.8306 1.32
S 3.4276 2.7138 2.1776 -0.52
Sb 3.8785 0.3552 2.8806 0.93
S 1.6116 -0.4496 3.9380 -0.87
S 3.1970 -0.8504 0.9340 -0.73
O 0.6116 3.4710 1.1226 -0.99
S 1.2921 2.2680 0.5622 1.46
N 0.8868 0.8780 0.7432 -1.14
S -1.1334 -2.2919 -2.9194 0.40
C 0.1855 -3.3460 -3.0375 -0.07
N 1.1671 -3.0239 -3.7895 -0.42
C 1.0000 -1.6692 -4.1466 0.10
C 2.0054 -0.8895 -4.8233 -0.20
C 1.8083 0.4982 -4.8508 -0.23
C 0.6436 1.0654 -4.3076 -0.22
C -0.3667 0.2843 -3.6877 -0.21
C -0.1621 -1.0933 -3.6316 -0.25
H 0.1751 -4.2582 -2.4858 0.23
H 2.9228 -1.4308 -5.2006 0.23
H 2.5322 1.1634 -5.3129 0.21
H 0.4832 2.1606 -4.3135 0.21
H -1.1577 0.7801 -3.1581 0.21
C -0.6851 2.1924 3.6298 -0.91
As -1.8061 0.9423 2.5733 1.44
C -2.6593 1.8966 1.0884 -0.94
C -3.1620 0.4882 3.8986 -0.98
S -1.2617 -1.0020 1.7427 -0.55
H -0.2938 2.8967 2.9487 0.28
H 0.0170 1.4961 4.1089 0.29
H -1.4008 2.6502 4.3518 0.21
H -2.7018 2.9145 1.4047 0.23
H -3.6992 1.5755 1.1594 0.22
H -2.1702 1.8193 0.0802 0.28
H -3.3371 1.4023 4.5212 0.23
H -2.7959 -0.2657 4.6278 0.26
H -4.1139 0.0835 3.4836 0.24
O 1.2224 -3.1556 -0.6843 -0.68
C 1.0469 -3.6204 0.4485 0.67
O 0.7806 -2.9271 1.4962 -0.83
H 1.0257 -4.7339 0.5966 0.08
```

As for the HOMO-LUMO gap (spin up / spin down): 7.207 / 5.639 eV. The spin multiplicity is 2. The highest occupied orbital energy (spin up / spin down) comes out at -4.86 / -4.76 eV. As for the net charge: -1.

---

[2]
This record from the OMol25 dataset describes a structure of composition C11H15BeN2OS6Sb. The level of theory is wB97M-V/def2-TZVPD.

```
37
Properties=species:S:1:pos:R:3:nbo_charge:R:1
Be 1.4214 -1.1906 0.0543 1.53
C -0.6765 -1.4785 -3.4809 -0.67
C -1.7209 -1.0066 -2.5263 0.10
N -1.4213 -0.3960 -1.4356 -0.38
C -2.5237 -0.1018 -0.6827 0.12
C -3.7152 -0.4724 -1.2305 -0.45
S -3.4306 -1.2535 -2.7356 0.33
C -2.2944 0.5434 0.6131 0.11
C -3.2023 1.2608 1.3322 -0.47
S -2.4804 1.7647 2.8058 0.34
C -0.9994 0.9715 2.3467 0.13
N -1.0586 0.3942 1.1909 -0.41
C 0.1696 0.9189 3.2593 -0.70
H 0.2872 -1.2472 -3.0252 0.29
H -0.7600 -0.9813 -4.4502 0.20
H -0.7443 -2.5563 -3.6344 0.23
H -4.7017 -0.3829 -0.8079 0.23
H -4.2126 1.5144 1.0588 0.22
H 0.1317 1.7178 4.0018 0.19
H 1.0909 0.9686 2.6807 0.26
H 0.1761 -0.0602 3.7552 0.31
S -0.2115 -2.6825 3.9027 -0.96
Sb 1.2634 -3.1780 2.2104 1.41
S 2.6631 -1.2972 1.7317 -1.07
S 0.2654 -2.9018 0.0542 -1.05
S 2.4052 -5.1455 2.4413 -0.93
C 1.0728 2.0554 -1.0057 -0.63
C 2.1648 1.0172 -1.2698 0.14
C 3.3933 1.3089 -0.4017 -0.63
O 1.6908 -0.2629 -1.0905 -1.08
H 1.4462 3.0736 -1.1643 0.17
H 0.7250 1.9601 0.0239 0.21
H 0.2189 1.8786 -1.6616 0.21
H 2.4778 1.1373 -2.3250 0.11
H 3.1079 1.3362 0.6523 0.21
H 3.8571 2.2651 -0.6683 0.17
H 4.1247 0.5086 -0.5192 0.22
```

As for the HOMO-LUMO gap: 5.150 eV. The spin multiplicity is 1. The highest occupied orbital energy comes out at -1.20 eV. As for the net charge: -2.